The following is a DFT calculation (ωB97M-V with the def2-TZVPD basis set) of a 2-piece molecular cluster, CH4ClNP2 overall in a non-equilibrium geometry.

Element x y z (Å)
Cl 4.0653 1.0967 0.5071
P -0.5562 0.5958 -0.2256
P 3.5163 0.0996 -1.1529
N 0.3968 -0.5810 -0.1175
C -2.2962 -0.0357 0.3086
H -2.7781 -0.5027 -0.4723
H 2.3737 -0.4946 -0.6618
H -1.8261 -0.8788 1.0273
H -2.8956 0.7007 0.7872

Values from the calculation:
E_tot: -1238.01881 Eh
frontier orbital gap (alpha / beta): 8.4 / 6.5 eV